(1)
Computed, not measured: C18H46InN3O6PS as an isolated structure in a non-equilibrium geometry, with ωB97M-V with the def2-TZVPD basis set.

XYZ file:
```
76
Properties=species:S:1:pos:R:3:forces:R:3
C 6.336 2.592 -0.990 0.1511 -0.0368 0.1154
N 5.206 1.664 -1.045 -0.0547 -0.1223 0.1173
C 5.540 0.256 -0.777 0.1804 -0.1481 -0.1038
C 4.471 1.808 -2.293 -0.1310 0.1694 0.2412
O 4.976 1.485 -3.348 -0.1495 -0.0770 0.0388
C 3.120 2.374 -2.132 0.1072 0.1850 -0.7951
In 1.501 1.047 -1.410 0.3187 0.2971 0.3501
C 0.125 2.016 -0.022 0.0203 -0.1341 0.1398
N -1.315 1.785 -0.261 -0.3285 0.4442 0.1365
O 0.268 0.578 -3.153 -0.7245 -1.3930 0.1866
C -0.462 -0.458 -2.962 1.5049 2.5496 -0.3785
N -1.146 -1.363 -2.758 -0.9554 -1.1817 0.2413
P 2.176 -1.211 -0.436 -0.0174 0.2973 0.2874
S 2.638 -0.963 1.494 -0.0068 -0.0474 -0.0745
H 6.702 2.847 -1.996 0.0227 -0.0530 0.1478
H 7.166 2.123 -0.439 -0.2664 0.1950 -0.1290
H 6.074 3.521 -0.462 -0.0033 -0.2050 -0.1565
H 6.631 0.123 -0.738 -0.1999 -0.0683 0.0001
H 5.100 -0.093 0.169 0.1034 0.1572 -0.2288
H 5.176 -0.390 -1.590 0.0806 0.1642 0.2132
H 2.780 2.743 -3.113 -0.0050 -0.0690 0.3521
H 3.116 3.180 -1.391 0.0218 -0.2027 -0.0054
H 0.382 1.642 0.980 -0.1229 0.1444 -0.2327
H 0.300 3.098 -0.018 -0.0227 -0.1663 0.0335
H -1.651 2.375 -1.015 0.2204 -0.3453 -0.2943
H -1.514 0.824 -0.517 0.0165 0.0871 -0.0366
H 3.178 -1.843 -1.187 0.0175 -0.1451 -0.0222
H 1.136 -2.138 -0.571 -0.0546 -0.1744 -0.2184
C -5.111 -3.184 -1.880 0.1196 -0.0065 0.0041
C -5.556 -1.819 -1.381 -0.0393 -0.0205 -0.0555
C -6.045 -0.937 -2.522 0.0402 0.0465 0.0273
O -4.516 -1.181 -0.654 0.0805 0.0784 -0.0444
H -4.275 -3.060 -2.574 0.0004 -0.0418 -0.0140
H -4.769 -3.801 -1.049 -0.0077 0.0088 0.0083
H -5.916 -3.709 -2.398 -0.0257 0.0361 0.0022
H -6.361 -1.940 -0.651 -0.0163 -0.0110 -0.0049
H -5.233 -0.775 -3.236 -0.0087 -0.0042 -0.0154
H -6.366 0.033 -2.143 0.0059 -0.0002 0.0013
H -6.879 -1.400 -3.053 -0.0017 -0.0155 0.0076
H -3.751 -1.077 -1.239 0.0156 -0.0847 0.0367
C -2.358 -0.384 4.620 0.0841 -0.0107 -0.0037
C -2.078 0.431 3.364 -0.1308 0.0974 -0.0069
C -3.148 0.226 2.302 0.1014 -0.0353 0.0132
O -0.782 0.152 2.852 -0.1256 -0.1071 0.0856
H -2.363 -1.451 4.378 -0.0233 -0.0022 0.0083
H -1.584 -0.208 5.368 0.0036 -0.0066 0.0001
H -3.329 -0.130 5.050 -0.0095 0.0094 -0.0143
H -2.035 1.490 3.630 -0.0264 0.0202 0.0106
H -3.177 -0.822 1.990 -0.0463 0.0034 -0.0042
H -2.921 0.834 1.428 -0.0131 0.0111 0.0031
H -4.139 0.493 2.677 -0.0101 -0.0082 0.0182
H -0.761 -0.778 2.595 0.2045 0.0592 -0.0731
C 4.466 -6.217 -0.273 -0.0567 0.0309 0.0273
C 4.939 -4.771 -0.290 0.0588 -0.0343 0.0088
C 6.251 -4.592 0.460 -0.0289 0.0420 0.0200
O 3.944 -3.895 0.214 -0.0041 -0.1770 -0.1075
H 4.287 -6.539 0.757 0.0113 -0.0200 -0.0034
H 3.533 -6.318 -0.828 -0.0020 0.0028 0.0054
H 5.209 -6.885 -0.712 0.0152 0.0095 -0.0044
H 5.074 -4.452 -1.326 0.0178 -0.0184 -0.0140
H 6.120 -4.867 1.511 0.0181 -0.0147 0.0003
H 6.569 -3.551 0.420 -0.0061 0.0030 0.0040
H 7.039 -5.220 0.039 -0.0061 -0.0085 -0.0102
H 3.771 -4.098 1.141 0.0070 0.1775 0.0003
C -3.610 4.322 2.386 0.0539 -0.0013 -0.0011
C -3.512 5.022 1.038 -0.0155 0.0332 0.0385
C -4.713 4.712 0.156 0.0462 -0.0212 -0.0430
O -2.297 4.690 0.383 -0.1396 -0.0253 -0.1204
H -3.625 3.240 2.238 -0.0125 -0.0399 0.0112
H -2.746 4.567 3.003 0.0029 -0.0044 -0.0031
H -4.519 4.611 2.919 -0.0088 0.0058 -0.0095
H -3.452 6.102 1.197 -0.0288 0.0105 0.0098
H -4.760 3.637 -0.040 -0.0202 -0.0042 0.0058
H -4.628 5.230 -0.800 0.0043 -0.0036 0.0000
H -5.647 5.010 0.635 0.0005 0.0048 0.0163
H -2.301 3.733 0.221 0.1991 -0.0841 0.2533
```
Forces are in eV/Å.

As for the LUMO energy: 2.62 eV. Its energy is -61466.613 eV. The net charge is -1. The HOMO-LUMO gap is 7.38 eV. The value obtained for the highest occupied orbital energy is -4.8 eV.

***

(2)
Computed, not measured: C18H46N3O4PRuS2Si4Te as an isolated structure in a non-equilibrium geometry, with ωB97M-V with the def2-TZVPD basis set.

XYZ file:
```
80
Properties=species:S:1:pos:R:3:forces:R:3
Ru 1.917 0.762 0.051 0.9217 -0.8172 0.3680
C -0.262 3.813 -1.751 -0.0385 -0.0232 -0.0040
C 0.223 4.594 -0.553 -0.0114 0.0392 0.0074
O 1.480 4.038 -0.080 0.0401 -0.0382 0.2095
P 1.514 3.243 1.304 -0.4498 0.0622 -0.6443
S 3.316 2.401 1.377 -0.1544 0.1140 0.0317
S 0.194 1.722 1.294 -0.3510 0.4039 -0.0011
O 1.038 4.302 2.377 0.3676 -0.2131 0.2412
C 1.885 5.448 2.693 -0.0608 0.0515 -0.0244
C 2.649 5.191 3.967 0.0238 0.0211 0.0447
H -1.221 4.211 -2.085 0.0074 0.0194 -0.0056
H -0.397 2.762 -1.491 -0.0048 0.0183 0.0109
H 0.449 3.879 -2.573 0.0237 -0.0126 0.0007
H -0.509 4.584 0.257 0.0036 -0.0199 -0.0222
H 0.440 5.632 -0.805 -0.0335 -0.0161 -0.0051
H 1.199 6.286 2.796 0.0002 -0.0256 -0.0003
H 2.543 5.648 1.845 0.0235 0.0069 0.0247
H 1.963 4.932 4.773 -0.0051 -0.0002 -0.0002
H 3.189 6.093 4.258 0.0121 0.0052 -0.0174
H 3.371 4.384 3.845 -0.0199 -0.0094 -0.0200
N 6.021 1.985 -2.198 0.0113 0.0440 0.0591
C 4.708 2.317 -2.734 -0.0868 -0.0740 -0.0642
C 3.663 1.609 -1.906 -0.0692 -0.0468 -0.0223
O 2.480 1.891 -1.858 0.0721 0.0677 0.2768
O 4.119 0.591 -1.179 -0.2590 0.0649 -0.1455
H 6.734 1.967 -2.913 -0.0025 -0.0547 -0.0037
H 5.107 0.614 -1.264 0.0095 -0.0160 -0.0097
H 6.308 2.646 -1.486 0.0199 0.0256 -0.0309
H 4.612 1.920 -3.748 0.0090 0.0493 -0.0035
H 4.458 3.378 -2.772 0.0110 -0.0066 0.0456
C -3.488 1.106 -0.102 -0.0928 -0.0781 -0.0937
Si -3.310 -0.274 -1.365 -0.0203 -0.1285 0.0400
C -4.923 -1.229 -1.528 0.0740 0.1073 -0.0354
C -2.823 0.445 -3.032 -0.0157 -0.0108 0.1184
Si -1.690 -1.836 -0.592 0.0795 0.0985 -0.1492
Te 0.444 -0.696 -1.435 -0.0576 -0.0457 0.0378
Si -1.517 -3.723 -2.019 -0.1167 0.0443 0.0593
C -1.593 -3.145 -3.807 0.0168 -0.0842 0.1076
C 0.114 -4.604 -1.686 -0.1019 0.0442 -0.0710
C -2.951 -4.885 -1.659 0.1298 0.0060 -0.0618
Si -1.938 -2.460 1.673 0.0536 0.0339 0.0752
C -1.805 -1.014 2.865 -0.0301 -0.1201 -0.0238
C -0.660 -3.766 2.105 -0.1094 0.0109 -0.0627
C -3.660 -3.200 1.818 0.0389 0.0912 -0.0608
H -4.070 1.927 -0.528 -0.0309 -0.0113 0.0002
H -2.524 1.506 0.205 0.1179 0.0396 0.0164
H -4.010 0.760 0.793 0.0147 -0.0190 0.0073
H -5.738 -0.555 -1.806 -0.0064 0.0107 -0.0042
H -5.202 -1.720 -0.595 0.0067 -0.0092 0.0203
H -4.850 -1.995 -2.303 0.0102 -0.0148 -0.0090
H -3.577 1.172 -3.345 -0.0237 -0.0082 -0.0001
H -2.757 -0.323 -3.803 0.0119 -0.0334 -0.0128
H -1.862 0.962 -2.993 0.0077 0.0134 0.0190
H -0.865 -2.361 -4.019 0.0217 0.0167 0.0069
H -2.585 -2.763 -4.053 -0.0273 0.0132 0.0067
H -1.385 -3.983 -4.476 -0.0073 -0.0124 -0.0043
H 0.954 -3.909 -1.638 0.0136 0.0225 -0.0125
H 0.322 -5.313 -2.491 -0.0068 -0.0342 0.0083
H 0.082 -5.162 -0.749 -0.0027 0.0149 0.0314
H -3.915 -4.392 -1.788 -0.0154 0.0226 0.0098
H -2.904 -5.279 -0.642 0.0097 0.0101 -0.0018
H -2.919 -5.737 -2.342 -0.0074 -0.0096 -0.0084
H -0.892 -0.437 2.730 0.0531 -0.0112 -0.0199
H -1.811 -1.405 3.887 -0.0089 0.0168 0.0001
H -2.651 -0.332 2.767 0.0077 0.0201 -0.0401
H 0.348 -3.429 1.873 0.1515 0.0509 -0.0035
H -0.838 -4.691 1.552 -0.0116 0.0059 -0.0092
H -0.701 -4.003 3.171 -0.0175 0.0038 0.0171
H -4.428 -2.453 1.609 -0.0161 0.0059 0.0038
H -3.821 -3.557 2.838 0.0173 -0.0108 0.0238
H -3.817 -4.041 1.141 0.0174 0.0076 -0.0032
N 2.022 -0.280 2.894 0.0019 -0.0395 0.0943
C 2.542 -1.225 3.693 -0.0637 0.0460 -0.0957
C 3.022 -2.223 2.874 -0.0344 -0.0717 0.0219
C 2.742 -1.791 1.574 -0.0622 -0.0546 0.0058
N 2.134 -0.610 1.604 0.0108 0.4990 -0.2735
H 1.618 0.619 3.120 -0.0329 -0.0621 0.0043
H 2.518 -1.123 4.764 0.0211 -0.0031 0.0181
H 3.488 -3.144 3.173 0.0114 -0.0061 0.0031
H 2.937 -2.271 0.629 0.0113 0.0028 0.0036
```
Forces are in eV/Å.

As for the LUMO energy (spin up / spin down): -2.41 / -4.28 eV. As for the spin multiplicity: 2. Its energy is -104419.217 eV. The net charge is +1. The HOMO-LUMO gap (spin up / spin down) is 7.89 / 6.20 eV. The value obtained for the highest occupied orbital energy (spin up / spin down) is -10.3 / -10.5 eV. The energy above the lowest of the compared OMol25 structures with the same formula, charge and spin comes out at 0.376 eV.

***

(3)
Computed, not measured: C18H47BeNO4Si2 as an isolated structure in a non-equilibrium geometry, with ωB97M-V with the def2-TZVPD basis set.

XYZ file:
```
73
Properties=species:S:1:pos:R:3:forces:R:3
O -0.972 -1.756 -2.629 -0.3819 -0.5008 1.2083
O -2.358 -0.191 -5.323 -0.4203 -0.1175 -0.4481
C 0.259 -2.457 -2.783 0.0114 -0.0813 -0.5019
C 0.708 -3.390 -1.674 0.0290 -0.0796 -0.0953
H 1.029 -1.693 -2.953 -0.1439 -0.0815 0.0883
H 0.152 -3.012 -3.723 0.2363 -0.1630 0.1150
H 0.891 -2.868 -0.733 -0.0439 0.0222 0.0122
H 1.655 -3.846 -1.979 -0.0366 0.1098 0.0001
H 0.013 -4.214 -1.505 -0.0662 0.0594 0.0478
C -1.894 -2.090 -1.580 0.5656 0.4392 -0.4377
C -3.070 -2.879 -2.113 -0.0899 -0.1478 0.0366
H -2.237 -1.115 -1.203 -0.0627 -0.1509 0.0132
H -1.396 -2.627 -0.752 -0.1802 0.1586 -0.2833
H -3.469 -2.420 -3.026 0.1771 -0.0224 0.2351
H -3.865 -2.898 -1.360 0.0279 -0.1190 -0.0934
H -2.764 -3.906 -2.335 -0.1281 0.0814 -0.0360
C -3.453 0.713 -5.519 0.2848 -0.2077 0.1778
C -2.242 -1.229 -6.292 -0.0008 0.3147 0.2583
C -4.586 0.408 -4.564 -0.1905 -0.0610 -0.0136
H -3.805 0.678 -6.565 0.1570 0.0843 0.2485
H -3.070 1.722 -5.311 -0.0976 -0.2688 -0.1144
H -5.038 -0.564 -4.795 0.0255 0.2050 0.1700
H -5.345 1.186 -4.680 -0.0905 -0.0870 0.1196
H -4.235 0.414 -3.524 -0.0446 -0.0167 -0.2750
C -3.468 -2.116 -6.397 -0.0972 -0.1934 -0.1276
H -1.370 -1.820 -5.979 -0.2112 0.1641 -0.0367
H -2.017 -0.787 -7.278 0.0017 -0.1036 0.1325
H -3.793 -2.489 -5.417 0.1514 0.1051 -0.2293
H -3.214 -2.975 -7.027 -0.1280 0.0342 0.0399
H -4.304 -1.590 -6.874 0.1102 -0.1338 0.1464
H -0.635 -0.166 -3.718 0.3350 1.3675 -0.2552
Be 0.749 0.905 -0.452 0.1476 0.0337 -0.7464
C -0.239 0.881 -3.703 -0.4425 -0.6215 -0.0714
Si 0.363 1.534 -5.364 0.0180 -0.0165 0.3214
H -1.020 1.524 -3.277 0.0536 -0.0967 -0.0556
H 0.581 0.890 -2.973 -0.0318 0.1574 -0.3513
C 1.229 0.098 -6.238 0.1724 0.1367 -0.0638
C 1.524 2.960 -4.924 0.1831 -0.1324 -0.2333
C -0.852 2.294 -6.605 -0.1317 -0.2370 -0.0193
C 2.259 0.316 -0.924 0.3636 -0.0201 0.1820
Si 3.524 1.224 0.140 -0.3960 -0.1258 -0.7704
H 2.444 0.494 -1.995 0.1592 0.0418 0.3451
H 2.386 -0.759 -0.753 -0.1063 -0.0563 0.0065
C 4.182 2.622 -0.932 0.1872 0.0368 0.2137
C 4.888 0.064 0.729 0.0728 0.1055 0.0057
C 2.710 1.965 1.685 0.0351 0.1007 0.1805
H -0.320 2.506 -7.546 -0.0331 0.0453 0.2962
H -1.280 3.235 -6.231 0.0804 -0.2007 -0.1099
H -1.675 1.611 -6.851 0.3265 0.2609 -0.0302
H 2.097 -0.231 -5.643 -0.2438 0.0035 -0.2251
H 1.583 0.397 -7.238 -0.0366 -0.1533 0.2835
H 0.538 -0.753 -6.356 0.2715 0.2954 0.0597
H 2.081 2.747 -4.003 -0.0575 0.0757 -0.1798
H 0.943 3.881 -4.773 0.1296 -0.2070 0.0212
H 2.240 3.142 -5.734 -0.0383 0.0948 0.1466
H 5.057 -0.724 -0.017 0.0389 0.1813 0.1762
H 4.606 -0.412 1.679 0.1493 0.0824 -0.2303
H 5.826 0.619 0.873 -0.1669 -0.2368 0.0688
H 2.480 1.191 2.434 0.0442 0.1436 -0.1316
H 1.786 2.524 1.468 0.2661 -0.0912 -0.0250
H 3.409 2.673 2.160 -0.2214 -0.1843 -0.0488
H 5.044 3.106 -0.454 -0.1695 0.0503 -0.1735
H 3.401 3.377 -1.108 0.2115 -0.1875 0.0273
H 4.502 2.224 -1.905 -0.0544 0.1199 0.2187
N -0.213 0.142 0.747 -0.5908 -0.2511 1.5172
C -1.105 1.283 1.151 -0.1148 -0.3192 0.0245
C -1.219 2.134 -0.100 -0.0087 0.3984 -0.9601
O -2.269 2.643 -0.414 0.4509 0.1404 0.0714
O -0.072 2.174 -0.786 -0.8955 -0.3263 0.9676
H -0.800 -0.676 0.524 0.4552 0.5166 -0.2674
H 0.327 -0.147 1.567 0.0241 -0.0156 -0.3768
H -2.093 0.946 1.484 0.3122 0.1347 -0.0241
H -0.618 1.883 1.933 -0.1126 -0.2859 -0.1420
```
Forces are in eV/Å.

As for the LUMO energy: -0.08 eV. Its energy is -45268.658 eV. The net charge is 0. The HOMO-LUMO gap is 8.98 eV. The value obtained for the highest occupied orbital energy is -9.1 eV. The energy above the lowest of the compared OMol25 structures with the same formula, charge and spin comes out at 0.000 eV.